DFT (ωB97M-V/def2-TZVPD) results for 11 unconnected molecules or ions with the total composition C32H91N9O16 in a non-equilibrium geometry.

Each atom is followed by the atoms it is bonded to, with distances in Å.
Atoms and positions in Å:
1 C -4.36575 -1.72783 9.39376  O2 1.191, N3 1.280, N4 1.306
2 O -4.70858 -2.85906 9.54082  C1 1.191
3 N -3.80352 -1.28767 8.33183  C1 1.280, H5 1.010, H6 1.010
4 N -4.49231 -0.81983 10.32364  C1 1.306, H7 1.010, H8 1.010
5 H -3.66290 -1.92425 7.56040  N3 1.010
6 H -3.77162 -0.29388 8.15440  N3 1.010
7 H -5.12190 -1.19293 11.01970  N4 1.010
8 H -4.48166 0.08994 9.88510  N4 1.010
9 C -3.14926 -8.55500 -3.20178  O10 1.242, N11 1.298, N12 1.306
10 O -2.50638 -9.48889 -2.69369  C9 1.242
11 N -2.92767 -7.28835 -3.02432  C9 1.298, H13 1.010, H14 1.010
12 N -4.29226 -8.76999 -3.79488  C9 1.306, H15 1.010, H16 1.010
13 H -3.59990 -6.58453 -3.29422  N11 1.010
14 H -2.27633 -6.99297 -2.31115  N11 1.010
15 H -4.69425 -9.68499 -3.94075  N12 1.010
16 H -4.83190 -7.94203 -4.00318  N12 1.010
17 C -7.00689 1.14352 -6.07031  O18 1.402, H26 1.090, H27 1.090, H28 1.090
18 O -8.04601 1.07914 -5.13144  C17 1.402, C19 1.463
19 C -7.65774 1.48722 -3.78112  O18 1.463, C20 1.546, H29 1.090, H30 1.090
20 C -8.08973 2.96208 -3.61250  C19 1.546, N21 1.470, H31 1.090, H32 1.090
21 N -9.53281 3.18186 -3.78388  C20 1.470, C22 1.477, H33 1.010
22 C -9.94270 4.58559 -3.57865  N21 1.477, C23 1.537, H34 1.090, H35 1.090
23 C -11.37153 4.92455 -4.03327  C22 1.537, O24 1.368, H36 1.090, H37 1.090
24 O -12.49171 4.47170 -3.39173  C23 1.368, C25 1.423
25 C -13.70582 5.01218 -3.90001  O24 1.423, H38 1.090, H39 1.090, H40 1.090
26 H -6.34020 1.96979 -5.82353  C17 1.090
27 H -7.49306 1.27648 -7.03677  C17 1.090
28 H -6.56709 0.17048 -6.28912  C17 1.090
29 H -6.65620 1.18550 -3.47457  C19 1.090
30 H -8.19189 0.86424 -3.06371  C19 1.090
31 H -7.66586 3.64108 -4.35237  C20 1.090
32 H -7.82773 3.27173 -2.60079  C20 1.090
33 H -10.15843 2.60900 -3.23568  N21 1.010
34 H -9.26207 5.25965 -4.09874  C22 1.090
35 H -9.96789 4.92043 -2.54167  C22 1.090
36 H -11.51887 4.78629 -5.10437  C23 1.090
37 H -11.39341 6.00830 -3.91881  C23 1.090
38 H -14.16752 4.37609 -4.65520  C25 1.090
39 H -13.63279 6.02989 -4.28347  C25 1.090
40 H -14.57486 5.06742 -3.24441  C25 1.090
41 C 9.65450 -3.12144 -4.37167  O42 1.413, H50 1.090, H51 1.090, H52 1.090
42 O 10.43155 -4.26081 -4.06409  C41 1.413, C43 1.452
43 C 11.72428 -4.40029 -4.71079  O42 1.452, C44 1.529, H53 1.090, H54 1.090
44 C 12.08349 -5.88241 -4.60767  C43 1.529, N45 1.441, H55 1.090, H56 1.090
45 N 11.94943 -6.39054 -3.26619  C44 1.441, C46 1.425, H57 1.010
46 C 11.84974 -7.80895 -3.16581  N45 1.425, C47 1.518, H58 1.090, H59 1.090
47 C 11.20823 -8.33753 -1.89581  C46 1.518, O48 1.440, H60 1.090, H61 1.090
48 O 9.77950 -8.16270 -1.86968  C47 1.440, C49 1.416
49 C 9.37188 -8.36458 -0.52827  O48 1.416, H62 1.090, H63 1.090, H64 1.090
50 H 9.47461 -3.08672 -5.44616  C41 1.090
51 H 10.19235 -2.19695 -4.16166  C41 1.090
52 H 8.76085 -3.21668 -3.75488  C41 1.090
53 H 12.50198 -3.82568 -4.20770  C43 1.090
54 H 11.56161 -4.17722 -5.76526  C43 1.090
55 H 13.10811 -5.98558 -4.96492  C44 1.090
56 H 11.48507 -6.42708 -5.33797  C44 1.090
57 H 10.97536 -6.19994 -3.07928  N45 1.010
58 H 12.85518 -8.22936 -3.18710  C46 1.090
59 H 11.41798 -8.11163 -4.11978  C46 1.090
60 H 11.78592 -7.90462 -1.07913  C47 1.090
61 H 11.30246 -9.42311 -1.86881  C47 1.090
62 H 8.30536 -8.17003 -0.41522  C49 1.090
63 H 9.87619 -7.67792 0.15163  C49 1.090
64 H 9.52787 -9.41029 -0.26321  C49 1.090
65 C 1.12784 1.23020 -1.57390  O66 1.364, H74 1.090, H75 1.090, H76 1.090
66 O 1.18967 0.11708 -0.78885  C65 1.364, C67 1.381
67 C 1.77283 -1.01904 -1.31390  O66 1.381, C68 1.628, H77 1.090, H78 1.090
68 C 1.75992 -2.21394 -0.20887  C67 1.628, N69 1.531, H79 1.090, H80 1.090
69 N 0.60002 -3.20883 -0.10948  C68 1.531, C70 1.480, H81 1.010
70 C -0.65850 -2.50393 0.22244  N69 1.480, C71 1.642, H82 1.090, H83 1.090
71 C -0.58057 -2.03619 1.79476  C70 1.642, O72 1.470, H84 1.090, H85 1.090
72 O -1.76152 -1.21831 2.10561  C71 1.470, C73 1.457
73 C -2.06853 -0.24422 1.06651  O72 1.457, H86 1.090, H87 1.090, H88 1.090
74 H 0.54951 1.98859 -1.04622  C65 1.090
75 H 0.56803 0.99006 -2.47781  C65 1.090
76 H 2.13554 1.50820 -1.88272  C65 1.090
77 H 2.68936 -1.00798 -1.90377  C67 1.090
78 H 1.10373 -1.20308 -2.15446  C67 1.090
79 H 1.81329 -1.72854 0.76563  C68 1.090
80 H 2.68198 -2.79509 -0.22239  C68 1.090
81 H 0.79920 -4.02729 0.44777  N69 1.010
82 H -1.50707 -3.16698 0.05390  C70 1.090
83 H -0.86275 -1.70114 -0.48602  C70 1.090
84 H 0.33607 -1.46485 1.94117  C71 1.090
85 H -0.63164 -2.95571 2.37783  C71 1.090
86 H -2.71080 -0.82362 0.40327  C73 1.090
87 H -1.25255 0.08898 0.42522  C73 1.090
88 H -2.44088 0.69132 1.48388  C73 1.090
89 C 4.19402 7.07750 9.71513  O90 1.453, H98 1.090, H99 1.090, H100 1.090
90 O 2.93223 6.45540 9.35351  C89 1.453, C91 1.335
91 C 2.77944 5.19336 9.76118  O90 1.335, C92 1.515, H101 1.090, H102 1.090
92 C 3.19139 3.99673 8.92774  C91 1.515, N93 1.448, H103 1.090, H104 1.090
93 N 2.38939 2.83695 9.25629  C92 1.448, C94 1.425, H105 1.010
94 C 2.57320 1.56761 8.63572  N93 1.425, C95 1.614, H106 1.090, H107 1.090
95 C 2.41426 1.55602 7.02986  C94 1.614, O96 1.498, H108 1.090, H109 1.090
96 O 3.66571 2.22546 6.55058  C95 1.498, C97 1.457
97 C 3.78079 2.40412 5.10867  O96 1.457, H110 1.090, H111 1.090, H112 1.090
98 H 4.58323 6.82766 10.70215  C89 1.090
99 H 3.97180 8.14446 9.69733  C89 1.090
100 H 4.88114 6.72201 8.94727  C89 1.090
101 H 1.69390 5.09865 9.78819  C91 1.090
102 H 3.10507 4.91212 10.76266  C91 1.090
103 H 4.25993 3.82392 9.05596  C92 1.090
104 H 3.07168 4.30665 7.88960  C92 1.090
105 H 1.88601 2.86123 10.13156  N93 1.010
106 H 2.02586 0.74588 9.09755  C94 1.090
107 H 3.58519 1.25722 8.89575  C94 1.090
108 H 1.47939 2.07988 6.83063  C95 1.090
109 H 2.36275 0.58847 6.53057  C95 1.090
110 H 4.60595 3.09464 4.93427  C97 1.090
111 H 2.83013 2.76280 4.71410  C97 1.090
112 H 4.09490 1.46979 4.64343  C97 1.090
113 C -1.04610 6.20787 1.52470  O114 1.405, H122 1.090, H123 1.090, H124 1.090
114 O -2.09842 5.98377 0.62061  C113 1.405, C115 1.421
115 C -1.87514 6.65151 -0.61391  O114 1.421, C116 1.477, H125 1.090, H126 1.090
116 C -2.71839 6.10667 -1.69789  C115 1.477, N117 1.461, H127 1.090, H128 1.090
117 N -2.55223 6.81002 -2.96790  C116 1.461, C118 1.483, H129 1.010
118 C -1.39448 6.30447 -3.74416  N117 1.483, C119 1.523, H130 1.090, H131 1.090
119 C -1.41491 7.05449 -5.06908  C118 1.523, O120 1.461, H132 1.090, H133 1.090
120 O -2.66467 6.67432 -5.72260  C119 1.461, C121 1.430
121 C -2.68000 7.16792 -7.06487  O120 1.430, H134 1.090, H135 1.090, H136 1.090
122 H -0.32045 6.93645 1.16319  C113 1.090
123 H -0.59151 5.21878 1.58088  C113 1.090
124 H -1.28767 6.54694 2.53207  C113 1.090
125 H -0.84102 6.47079 -0.90725  C115 1.090
126 H -1.90101 7.73898 -0.54441  C115 1.090
127 H -3.76363 6.26285 -1.43107  C116 1.090
128 H -2.61316 5.03075 -1.83723  C116 1.090
129 H -3.39931 6.71168 -3.50909  N117 1.010
130 H -1.48260 5.24847 -3.99949  C118 1.090
131 H -0.46238 6.58397 -3.25308  C118 1.090
132 H -0.49196 6.77322 -5.57616  C119 1.090
133 H -1.26401 8.10562 -4.82319  C119 1.090
134 H -3.28886 6.61922 -7.78343  C121 1.090
135 H -1.69441 7.37166 -7.48345  C121 1.090
136 H -3.22274 8.11316 -7.05689  C121 1.090
137 O 3.28452 -2.60894 -6.44728  H138 0.957, H139 0.957
138 H 2.41239 -2.48010 -6.82016  O137 0.957
139 H 3.30190 -3.53085 -6.19039  O137 0.957
140 O -1.44787 -8.09058 1.53445  H141 0.957, H142 0.957
141 H -1.47083 -8.52370 0.68116  O140 0.957
142 H -0.55527 -7.75281 1.60819  O140 0.957
143 O 2.65646 -7.11729 2.90795  H144 0.957, H145 0.957
144 H 3.35594 -6.69493 3.40651  O143 0.957
145 H 3.07737 -7.87173 2.49578  O143 0.957
146 O -5.49365 -6.47451 2.23551  H147 0.957, H148 0.957
147 H -4.64287 -6.90884 2.29696  O146 0.957
148 H -5.65308 -6.13340 3.11555  O146 0.957

- charge = 0
- SMILES = COCCNCCOC.COCCNCCOC.COCCNCCOC.COCCNCCOC.COCCNCCOC.NC(N)=O.NC(N)=O.O.O.O.O
- HOMO-LUMO gap (eV) = 8.44
- E_HOMO (eV) = -8.1976
- energy relative to the best compared isomer or geometry (same formula, charge and spin) (kJ/mol) = 0.0